7
Properties=species:S:1:pos:R:3:lowdin_charge:R:1 method="wB97M-V/def2-TZVPD" smiles="O=c1nno[nH]1" charge=0 homo_energy_ev=-10.716 fmax_ha_per_bohr=0.083 e_above_lowest_kcal_mol=64.0 e_tot_ha=-353.33109
O 1.95632 -0.35451 -0.09165 0.064
C 0.74827 -0.34332 0.06162 -0.545
N -0.21890 -1.41744 0.00953 0.132
N -1.36405 -0.92263 -0.06845 0.023
O -1.33796 0.39412 -0.05091 -0.049
N 0.05310 0.79341 -0.06284 0.144
H 0.16322 1.85038 0.20270 0.231